(1)
Density functional theory data (ωB97M-V/def2-TZVPD) for a molecular structure, C22H24F8I3NO13P at a distorted geometry.

Each line ends with the Löwdin charge.
Geometry (Å):
C  3.0241  3.6334  0.2168  -0.56
C  0.5572  -1.5314  3.6796  -0.66
F  -6.3459  -2.8640  -2.1861  0.06
O  3.1288  2.2831  0.1319  -0.03
H  -0.6920  1.7219  1.8229  0.13
C  -4.3333  -2.2133  -0.6087  -0.06
H  2.0583  5.7679  1.4432  0.10
H  1.6840  5.8496  -0.3177  0.09
H  0.3177  6.1817  -3.7612  0.10
C  -1.7425  -3.1881  -0.6283  0.11
H  0.4121  5.4624  0.8567  0.10
C  4.4419  1.8142  -0.1689  -0.05
I  5.3874  -5.1167  1.9069  0.84
H  2.1450  -5.4283  2.5270  0.12
C  -2.1121  -0.1793  2.0122  -0.13
C  0.6801  10.7360  -2.0178  -0.05
H  -1.0397  1.1468  3.6780  0.07
H  -0.6275  0.1921  0.2704  0.14
H  5.1456  2.1062  0.6173  0.10
H  1.6242  10.6447  -1.4711  0.10
H  0.5273  11.7898  -2.2666  0.10
C  1.0314  -1.4417  2.0772  -0.12
F  -2.4971  -1.5722  -2.3899  0.01
O  0.7314  9.9980  -3.2371  -0.01
O  0.9474  8.0904  -4.3043  -0.01
F  -3.5505  -3.6532  -2.5095  0.02
H  -0.1601  10.4028  -1.4000  0.10
H  -3.2789  0.0457  1.8951  0.14
C  0.9187  8.6639  -3.0748  -0.56
N  0.2822  -2.4567  1.1994  0.03
C  -3.0286  -2.6909  -1.5167  -0.14
H  2.2551  -3.6726  3.1568  0.14
C  -0.9654  -2.0880  0.3663  0.08
H  -2.3851  -0.2550  -0.2391  0.12
I  -3.8520  -7.3131  -2.7593  1.09
C  -1.4661  1.2376  2.5920  -0.11
F  -4.7771  -0.8063  -0.9391  0.03
H  4.7713  2.1880  -1.1437  0.10
O  -1.2673  -6.1992  -2.6784  -0.10
H  -2.0371  -1.0737  2.7629  0.11
O  3.6574  -3.0307  0.3565  -0.11
H  2.2172  -1.5755  2.0115  0.15
H  1.1460  6.3252  -5.3235  0.10
C  0.8726  -3.8837  1.2175  0.04
C  2.1758  -4.3195  2.1562  -0.13
F  -6.6821  -2.6228  0.1514  0.03
O  3.9325  4.4344  0.0610  0.12
O  2.6688  -6.8260  0.2375  -0.36
C  -5.6956  -3.1343  -0.8762  -0.14
O  -0.2974  -2.5220  4.0592  -0.12
C  -1.7700  -5.9305  -1.4704  -0.43
O  1.7336  3.9380  0.5052  -0.03
C  -1.1022  -4.7097  -0.6032  0.10
O  0.5744  -7.9676  -0.9219  -0.16
H  -0.3375  -7.3010  2.0154  0.09
C  1.1395  6.6771  -4.2882  -0.05
C  1.4732  5.3350  0.6253  -0.04
H  0.8618  -0.3252  1.7755  0.13
F  -4.0793  -2.3819  0.8724  0.02
I  1.3876  -0.0617  5.1169  0.88
C  3.5797  -3.9440  1.3274  -0.66
P  1.0571  -6.8550  0.3091  0.74
O  1.0402  8.0812  -2.0087  0.10
O  -2.9343  -6.7454  -1.0050  -0.61
C  -1.5321  -0.5561  0.4881  -0.11
H  -0.2766  -8.4031  -0.6197  0.10
F  -2.5817  2.2527  2.6832  -0.14
H  4.4089  0.7221  -0.2126  0.09
C  0.2479  -5.1308  0.2917  -0.04
F  -5.5195  -4.5694  -0.5525  0.04
H  2.1021  6.4237  -3.8324  0.10
O  0.6189  -7.6059  1.8587  -0.20

The total energy is -3918.0935 hartree. The energy relative to the best compared isomer or geometry (same formula, charge and spin) is 20.110 eV. As for the total charge: +1. As for the orbital gap: 6.411 eV. The calculation puts the highest occupied orbital energy at -12.355 eV. The strongest force on any atom comes out at 0.1826 Eh/bohr.

---

(2)
Density functional theory data (ωB97M-V/def2-TZVPD) for a molecular structure, C22H24IrN6O2Se at a distorted geometry.

Each line ends with the natural charge from an NBO analysis.
Geometry (Å):
C  1.0765  2.8417  1.7229  0.21
H  -2.5972  3.5380  0.3583  0.25
C  2.6110  1.5282  0.6191  0.23
O  0.1998  -0.4253  2.5334  -0.69
C  0.1710  -4.5804  0.2211  -0.07
C  -1.1502  -4.6928  -1.8550  -0.14
C  -0.0786  0.7005  -2.3273  -0.23
C  -1.8275  -2.0024  -1.5578  -0.28
H  4.6156  2.2701  0.4587  0.25
N  -2.3254  -0.2440  1.1419  -0.39
N  1.3703  1.7254  1.0524  -0.53
H  -0.1833  1.4197  -3.1435  0.22
H  -3.0761  -2.3033  -3.2457  0.24
C  0.5500  -1.6971  2.6125  0.73
C  -1.8691  2.0765  -1.0872  -0.23
H  1.0732  -4.2790  2.1677  0.28
C  -2.3568  -2.7522  -2.5735  -0.14
C  -0.6080  -3.9536  -0.7757  -0.11
N  -0.3482  -1.8459  0.3652  -0.44
H  -2.1677  -0.9872  -1.4072  0.21
H  -0.6227  -0.1979  -2.5958  0.23
H  0.0884  1.9781  -0.8269  0.41
H  1.8030  -0.1793  -2.9005  0.23
C  3.3159  3.6213  1.5194  -0.10
H  -0.3908  2.4161  3.1981  0.26
N  1.6455  -0.2134  -0.7733  -0.64
Ir  -0.5042  0.1968  0.7447  1.29
H  -2.4209  -4.6731  -3.5627  0.25
C  0.5554  -3.8573  1.3171  -0.23
N  -0.6209  1.2850  -1.0760  -0.59
C  -0.3400  2.9198  2.2301  -0.27
H  0.3954  -5.6354  0.1351  0.25
C  2.0184  3.8221  1.9707  -0.23
O  1.0466  -2.2148  3.5703  -0.52
H  -0.9076  3.7119  -0.0876  0.22
C  -3.3996  -0.5836  1.4443  0.04
C  0.2623  -2.4955  1.3499  0.13
C  2.8536  0.2186  -0.0815  -0.26
H  1.9649  1.3679  -2.0927  0.21
H  3.0876  -0.5364  0.6751  0.24
H  -1.9638  2.6849  -1.9882  0.23
H  -0.8980  -5.7416  -1.9387  0.24
H  1.6880  -1.2186  -0.8798  0.39
C  -1.6887  2.9801  0.1310  -0.25
Se  -5.0187  -1.0772  1.9141  0.50
C  3.6179  2.4578  0.8310  -0.23
C  1.4108  0.4253  -2.0800  -0.24
H  -0.6500  3.9572  2.3706  0.23
H  -2.7304  1.4154  -1.0145  0.22
N  -1.2472  2.1908  1.3167  -0.56
H  3.7251  0.2993  -0.7387  0.22
H  -2.0743  1.9275  1.8407  0.41
H  1.7424  4.7180  2.5092  0.25
H  4.0782  4.3677  1.6955  0.25
C  -0.9043  -2.5710  -0.6584  0.23
C  -1.9968  -4.1036  -2.7482  -0.19

The total energy is -3837.0179 hartree. The energy relative to the best compared isomer or geometry (same formula, charge and spin) is 0.947 eV. As for the total charge: +2. As for the orbital gap (spin up / spin down): 8.358 / 5.241 eV. The expectation value of S² is 0.772. Its spin multiplicity is 2. The calculation puts the highest occupied orbital energy (spin up / spin down) at -14.477 / -14.390 eV. The strongest force on any atom comes out at 0.0247 Eh/bohr.